[1]
Here is a 2-piece molecular cluster, C7H10O2 overall from the Open Molecules 2025 dataset. Energies are from ωB97M-V with the def2-TZVPD basis set.

Atoms and positions in Å:
C  1.449  -0.657  2.103
C  0.610  -0.817  0.835
C  1.101  -0.010  -0.172
C  0.378  -0.001  -1.395
C  -0.886  -0.472  -1.525
O  -1.638  -0.543  -2.667
C  -1.440  -1.089  -0.369
C  -0.717  -1.278  0.782
H  1.707  -1.608  2.609
H  0.841  -0.104  2.797
H  2.416  -0.233  1.886
H  2.048  0.488  -0.104
H  0.898  0.446  -2.266
H  -1.737  0.339  -3.020
H  -2.438  -1.470  -0.609
H  -1.058  -1.892  1.610
O  -0.596  2.841  -0.528
H  0.081  2.508  0.064
H  -1.018  3.551  -0.030

Summary:
ΔE to the lowest compared entry with this formula, charge and spin   36.88 kJ/mol
E_HOMO   -8.656 eV
Orbital gap   0.3431 Eh

=====

[2]
Here is a 2-piece molecular cluster, C7H10O2Si overall from the Open Molecules 2025 dataset. Energies are from ωB97M-V with the def2-TZVPD basis set.

Atoms and positions in Å:
C  -1.063  -2.633  -0.845
C  -1.323  -3.826  -0.833
C  4.235  0.035  0.691
C  3.069  0.669  0.755
C  2.101  0.549  -0.348
C  -3.324  0.670  0.385
C  -2.000  1.455  0.214
O  2.382  0.326  -1.509
O  0.836  0.794  0.048
Si  -0.541  0.522  -0.714
H  -1.350  -4.929  -1.016
H  4.720  0.135  1.640
H  4.745  -0.550  -0.036
H  2.710  1.319  1.654
H  -3.522  -0.044  -0.586
H  -3.217  0.166  1.247
H  -4.165  1.393  0.323
H  -1.529  1.508  1.217
H  -2.027  2.461  -0.235
H  -0.735  -0.021  -2.053

Summary:
ΔE to the lowest compared entry with this formula, charge and spin   903.88 kJ/mol
E_HOMO   -8.095 eV
Orbital gap   0.2606 Eh

=====

[3]
Here is a 2-piece molecular cluster, C7H10O3P overall from the Open Molecules 2025 dataset. Energies are from ωB97M-V with the def2-TZVPD basis set.

Atoms and positions in Å:
C  -0.858  -0.104  -2.465
C  -0.659  -0.016  -1.275
C  2.418  1.705  -1.080
C  -1.295  -0.674  -3.701
C  1.135  0.371  2.459
C  -1.415  -0.815  2.445
C  -0.127  0.599  -0.098
O  3.000  1.759  -0.086
O  2.069  1.812  -2.174
O  0.609  -1.776  0.791
P  0.021  -0.526  1.234
H  -1.535  0.071  -4.437
H  -0.497  -1.169  -4.212
H  -1.970  -1.601  -3.664
H  1.332  -0.190  3.312
H  2.081  0.257  2.010
H  0.723  1.281  2.563
H  -1.483  0.147  3.085
H  -2.230  -1.262  1.822
H  -0.937  -1.530  3.190
H  -0.381  1.661  0.282

Summary:
ΔE to the lowest compared entry with this formula, charge and spin   259.94 kJ/mol
E_HOMO   -2.570 eV
Charge   -1
Orbital gap   0.2226 Eh

=====

[4]
Here is a 2-piece molecular cluster, C7H10S2Si overall from the Open Molecules 2025 dataset. Energies are from ωB97M-V with the def2-TZVPD basis set.

Atoms and positions in Å:
S  3.127  -0.247  1.045
Si  1.474  -1.226  0.611
C  0.310  -0.621  -0.806
C  -1.113  -0.255  -0.338
C  -2.304  -0.728  -0.865
C  -3.545  -0.263  -0.403
C  -3.550  0.844  0.490
C  -2.339  1.277  1.068
C  -1.120  0.773  0.650
H  1.000  -2.352  1.431
H  0.314  -1.323  -1.605
H  0.719  0.264  -1.163
H  -2.215  -1.659  -1.322
H  -4.498  -0.577  -0.688
H  -4.510  1.298  0.695
H  -2.329  1.932  1.940
H  -0.275  1.088  1.201
S  5.985  1.158  -0.245
H  5.416  2.296  -0.820
H  5.560  1.520  0.911

Summary:
ΔE to the lowest compared entry with this formula, charge and spin   153.46 kJ/mol
E_HOMO   -8.774 eV
Orbital gap   0.3069 Eh